{"formula": "C3H3LaLiO3", "method": "the ωB97M-V functional and the def2-TZVPD basis", "orbital_gap_ev": [2.37, 5.41], "lumo_energy_ev": [-19.44, -19.44], "charge": 4, "homo_energy_ev": [-21.81, -24.85], "spin_multiplicity": 2, "e_above_lowest_ev": 2.336, "species": ["H", "C", "C", "O", "C", "O", "O", "La", "H", "H", "Li"], "xyz": [[-4.5415, 2.5774, -3.2446], [-2.9195, 2.1864, -0.5173], [-2.5644, 0.7536, -0.5684], [-1.1320, 0.7394, -0.7504], [-0.7153, 1.9491, -0.7576], [-1.7791, 2.8264, -0.6067], [0.4162, 2.3653, -0.8146], [3.1467, 2.0762, -1.0303], [-3.0526, 0.2491, -1.4172], [-2.8249, 0.2281, 0.3642], [-4.7899, 3.2609, -0.1759]]}